[1]
Computed, not measured: the molecule C6H8N3P, with ωB97M-V/def2-TZVPD.

Geometry as XYZ:
```
18
C6H8N3P | the Open Molecules 2025 dataset | ωB97M-V/def2-TZVPD
C -3.21357 0.67241 0.03772
C -1.98077 -0.19281 -0.52099
C -0.62774 0.19957 0.04414
C 0.62936 0.28814 -0.56072
N 1.58179 0.44483 0.44498
P 3.32984 0.76331 0.45668
C 3.77188 -0.58179 -0.53334
N 4.20809 -1.46425 -1.23469
C 0.85516 0.21096 1.61514
N -0.41540 0.12065 1.37175
H -2.99570 1.07302 1.06274
H -3.98504 -0.02405 0.12192
H -3.58656 1.41950 -0.60937
H -1.84452 -0.06875 -1.69391
H -2.10197 -1.19069 -0.17100
H 0.84077 0.59102 -1.54306
H 4.31956 -2.41049 -0.91223
H 1.21481 0.14941 2.62424
```

LUMO (eV): 0.0339
Kohn-Sham gap (eV): 8.39
Structure (SMILES): CCc1cn(P=C=N)cn1
Total energy (Eh): -738.97586
Energy above the lowest of the compared OMol25 structures with the same formula, charge and spin (kJ/mol): 72.6

=====

[2]
Computed, not measured: a cluster of 2 separate species, C6H8N4 in total, with ωB97M-V/def2-TZVPD.

Geometry as XYZ:
```
18
C6H8N4 | the Open Molecules 2025 dataset | ωB97M-V/def2-TZVPD
C -1.80211 -1.98763 1.01220
C -2.47333 -3.14703 0.94662
N -3.81816 -2.83796 1.20886
C -3.90806 -1.54401 1.27869
N -2.71560 -0.94937 1.26494
H -0.74250 -1.74562 0.93009
H -2.10224 -4.15122 0.74170
H -4.65328 -3.42396 1.13337
H -4.83691 -0.97474 1.24317
C 2.10965 2.85650 -1.77339
C 2.27193 2.44044 -0.47303
N 3.46910 1.91295 -0.38667
C 4.09306 2.03122 -1.53824
N 3.27088 2.57277 -2.42747
H 1.27161 3.25168 -2.34752
H 1.58471 2.38954 0.37150
H 3.83123 1.50920 0.48073
H 5.15001 1.79722 -1.66554
```

LUMO (eV): 0.7964
Kohn-Sham gap (eV): 9.45
Structure (SMILES): c1c[nH]cn1.c1c[nH]cn1
Total energy (Eh): -452.43080
Energy above the lowest of the compared OMol25 structures with the same formula, charge and spin (kJ/mol): 81.1

=====

[3]
Computed, not measured: the ion C6H8NO with charge +1, with ωB97M-V/def2-TZVPD.

Geometry as XYZ:
```
16
C6H8NO | the Open Molecules 2025 dataset | ωB97M-V/def2-TZVPD
C -2.07610 -1.19631 -0.81367
C -1.99343 -1.40437 0.52390
C -0.84189 1.06629 0.07038
C 0.60651 1.41837 0.17259
C 1.44585 0.39399 -0.48960
C -1.32796 -0.30361 -0.08729
N 1.42944 -0.80792 0.28441
O -1.82510 1.76029 0.17901
H -2.45957 -1.77994 -1.56163
H -2.23639 -1.88529 1.45302
H 0.79728 2.47562 -0.21526
H 0.89677 1.51767 1.27155
H 1.17050 0.07805 -1.42165
H 2.54864 0.76539 -0.62296
H 2.12670 -1.45687 0.03823
H 1.73875 -0.64135 1.21896
```

LUMO (eV): -4.6701
Kohn-Sham gap (eV): 9.12
Total energy (Eh): -363.01714
Charge: +1
Energy above the lowest of the compared OMol25 structures with the same formula, charge and spin (kJ/mol): 210.4

=====

[4]
Computed, not measured: a cluster of 2 separate species, C6H8NO3S in total, with ωB97M-V/def2-TZVPD.

Geometry as XYZ:
```
19
C6H8NO3S | the Open Molecules 2025 dataset | ωB97M-V/def2-TZVPD
C -2.75798 0.91567 -1.55782
C -1.95237 0.12459 -2.39749
C -2.43569 0.99615 -0.21756
C -0.83784 -0.50510 -1.80593
C -1.29112 0.42355 0.24768
C 3.31745 -1.35215 0.28383
N -0.49695 -0.25551 -0.52243
O 2.65326 0.78029 1.76264
O 2.84296 1.27013 -0.72174
O 0.53060 -0.83937 0.03209
S 2.71861 0.41250 0.38102
H -3.60445 1.48226 -1.92902
H -2.26642 0.06592 -3.48148
H -3.00768 1.45146 0.62614
H -0.02177 -0.83393 -2.39100
H -1.08818 0.35707 1.36796
H 4.32541 -1.34921 -0.27818
H 3.65120 -1.76269 1.27555
H 2.49922 -1.95510 -0.19554
```

Expectation value of S²: 2.023
LUMO (alpha / beta) (eV): -5.3099 / -8.2092
Kohn-Sham gap (alpha / beta) (eV): 5.31 / 6.50
Total energy (Eh): -911.59046
Multiplicity: 3
Charge: +1

=====

[5]
Computed, not measured: the ion C6H8NO6S2 with charge -1, with ωB97M-V/def2-TZVPD.

Geometry as XYZ:
```
23
C6H8NO6S2 | the Open Molecules 2025 dataset | ωB97M-V/def2-TZVPD
C 2.66646 -0.39752 -0.16116
C 2.68028 0.47998 0.94403
C 1.66402 -0.45008 -0.99021
C 1.88144 0.90157 1.94306
C 0.45927 0.55322 -0.73924
C -0.44889 0.15965 0.49807
N -0.34757 0.48764 -1.94390
O -3.06296 0.44977 -0.34463
O -1.54336 -1.65165 1.98659
O -2.49534 1.15437 1.98509
O -1.64248 2.42205 0.01466
O -1.95943 -1.72392 -0.44036
O 0.07371 -2.45507 0.25940
S -2.07770 1.14804 0.54734
S -0.90356 -1.49869 0.64508
H 3.56879 -1.01236 -0.30691
H 3.65495 0.79879 1.31753
H 1.76300 -1.22168 -1.80589
H -0.00004 0.55191 1.42710
H 0.93891 1.54704 -0.64095
H -1.13902 1.16363 -1.86680
H -0.96048 -0.35999 -1.91042
H -2.76999 -1.04672 -0.41747
```

LUMO (eV): 2.3172
Kohn-Sham gap (eV): 8.83
Total energy (Eh): -1535.90302
Charge: -1
Energy above the lowest of the compared OMol25 structures with the same formula, charge and spin (kJ/mol): 416.5

=====

[6]
Computed, not measured: the molecule C6H8O2, with ωB97M-V/def2-TZVPD.

Geometry as XYZ:
```
16
C6H8O2 | the Open Molecules 2025 dataset | ωB97M-V/def2-TZVPD
O 1.82785 1.15845 2.57013
C 0.47476 0.71687 2.21029
C 0.30883 0.36489 0.54936
C 0.68190 -0.36164 -0.47645
C 0.31061 -1.42878 -1.35822
O -1.03737 -1.22073 -1.83470
C -1.51186 0.05626 -1.29099
C -0.37568 0.77030 -0.67976
H 2.58769 0.48291 2.55347
H 0.13859 -0.23417 2.52955
H -0.04537 1.67436 2.30012
H 0.96756 -1.55276 -2.34906
H 0.20985 -2.33324 -0.66635
H -2.39226 -0.34827 -0.68537
H -2.00296 0.55028 -2.18579
H -0.14213 1.70529 -1.18622
```

LUMO (eV): 0.6627
Kohn-Sham gap (eV): 9.49
Structure (SMILES): OCC1=C2COC[C@@H]12
Total energy (Eh): -383.69562
Energy above the lowest of the compared OMol25 structures with the same formula, charge and spin (kJ/mol): 563.2

=====

Maximum force for the records above, in order: 3.52 3.91 4.59 5.17 5.42 5.18 eV/A